{
  "formula": "C5H40O16",
  "method": "wB97M-V/def2-TZVPD",
  "symbols": ["O", "C", "C", "C", "C", "C", "H", "H", "H", "H", "H", "H", "H", "H", "H", "H", "H", "H", "O", "H", "H", "O", "H", "H", "O", "H", "H", "O", "H", "H", "O", "H", "H", "O", "H", "H", "O", "H", "H", "O", "H", "H", "O", "H", "H", "O", "H", "H", "O", "H", "H", "O", "H", "H", "O", "H", "H", "O", "H", "H", "O"],
  "coordinates": [[-0.75825, -1.43483, -0.74453], [-0.07964, -0.48086, -1.18703], [0.18452, 0.67070, -0.24809], [1.45285, 1.50246, -0.51365], [0.98042, 2.86782, -0.92923], [2.46771, 1.72663, 0.60225], [0.19346, -0.45438, -2.24340], [-0.75485, 1.22628, -0.21060], [0.15697, 0.43580, 0.83885], [1.97349, 1.07553, -1.44949], [0.42752, 2.83270, -1.87355], [1.85932, 3.52646, -1.03090], [0.38368, 3.39713, -0.13212], [2.43938, 2.71543, 1.04492], [2.28316, 0.96287, 1.45097], [3.42766, 1.42170, 0.13765], [-2.44471, 2.46796, -0.36738], [-1.46402, 2.74886, -1.58947], [-1.89922, 3.12082, -0.80796], [1.67426, 0.64413, -4.75983], [1.71862, 1.68884, -3.73544], [1.07280, 1.22536, -4.32724], [-2.34295, 1.13191, -4.04337], [-0.84697, 1.02939, -3.84868], [-1.67575, 0.62603, -3.62472], [4.10698, -0.92235, 1.68538], [2.95365, -1.84547, 2.25362], [3.52988, -1.65899, 1.47538], [1.66905, -1.58238, 3.75467], [0.80792, -0.62811, 3.17489], [1.79317, -0.84330, 3.15042], [-1.40748, -3.98023, 3.31752], [-0.65529, -2.71747, 3.82708], [-0.61914, -3.67325, 3.77601], [2.65724, -1.67510, -0.26801], [1.66587, -2.64349, -0.81317], [1.98443, -1.72818, -0.93556], [-2.51503, -2.32741, -1.87500], [-2.40403, -1.04985, -2.56723], [-3.11184, -1.58142, -2.04272], [-1.49731, 1.74919, 2.13694], [-2.32855, 0.61292, 1.37813], [-1.67560, 0.75402, 2.08570], [-4.52146, 0.38321, 0.09385], [-3.38021, -0.62727, -0.60179], [-3.61950, 0.15746, -0.00306], [0.84313, -4.16645, 0.60352], [-0.11597, -3.71383, -0.43999], [0.80592, -4.06616, -0.38316], [-1.25534, 3.60844, 1.13184], [-1.23167, 4.47767, 2.44726], [-1.20409, 3.55031, 2.04992], [-1.76265, -1.75848, 0.72185], [-2.91300, -1.18340, 1.57413], [-2.14796, -1.76882, 1.61206], [-1.37938, -0.26854, 4.13922], [-1.26765, -0.94752, 2.81184], [-0.79804, -0.88181, 3.69657], [3.47708, -1.65895, -3.32066], [2.28117, -1.05973, -2.61806], [2.80622, -1.00998, -3.43736]],
  "atomic_forces_ev_per_a": [[0.91, 1.16, -1.54], [-1.46, -1.57, 2.96], [0.81, -0.41, 0.96], [-0.65, 0.40, -1.91], [0.42, 1.84, 0.28], [0.06, -3.25, 1.05], [0.21, 0.17, -0.05], [0.22, 0.45, -0.78], [0.29, -1.03, -0.89], [-0.57, 0.30, 1.47], [0.04, 0.26, 0.08], [-0.24, -0.11, -0.48], [0.44, -0.87, -0.88], [0.18, 0.15, -0.20], [0.39, 1.19, -1.20], [-0.10, 0.76, 0.77], [-0.27, -0.57, -0.48], [-0.49, -0.25, 0.51], [-0.11, 0.85, 0.07], [0.54, -1.31, -0.72], [-1.05, -0.35, -0.53], [0.38, 1.65, 1.45], [-1.06, 0.72, -0.67], [1.16, 0.24, -0.46], [-0.01, -1.09, 1.17], [-0.19, 0.03, 0.34], [0.53, 0.94, -0.94], [0.22, -1.00, -0.30], [0.58, -0.31, 0.46], [0.98, 0.38, -0.31], [-1.83, -0.02, 0.70], [0.04, 0.37, 0.04], [-0.46, 0.60, -0.03], [0.41, -1.07, -0.01], [0.91, 0.48, 1.05], [-0.33, 0.04, -0.15], [-0.18, -0.13, -0.73], [-0.48, -0.21, 0.41], [-2.00, -0.44, 0.96], [2.18, 0.79, -1.43], [-0.48, -1.69, 0.05], [0.11, 0.38, 0.05], [-0.31, 2.56, -0.26], [-1.45, -0.27, -0.37], [-1.13, 1.12, 0.19], [2.55, -0.61, -0.01], [0.41, -0.06, -1.08], [0.92, -0.18, -0.44], [-1.47, 0.02, 1.65], [-0.19, 0.62, -2.77], [0.02, -2.03, -1.05], [0.16, 1.52, 3.59], [0.27, 0.30, -0.05], [-0.07, -0.20, -0.21], [-0.43, -0.71, 0.12], [0.04, 0.40, 0.42], [0.65, -0.27, 0.68], [-0.23, -0.72, -0.32], [0.77, -0.79, 0.18], [0.39, -0.32, 0.03], [-0.96, 1.15, -0.45]],
  "de_lowest_ev": 0.029,
  "homo_ev": -10.096,
  "spin_multiplicity": 1
}

{
  "formula": "C5H41N2O14",
  "method": "wB97M-V/def2-TZVPD",
  "symbols": ["C", "C", "C", "C", "C", "N", "N", "H", "H", "H", "H", "H", "H", "H", "H", "H", "H", "H", "H", "H", "H", "H", "O", "H", "H", "O", "H", "H", "O", "H", "H", "O", "H", "H", "O", "H", "H", "O", "H", "H", "O", "H", "H", "O", "H", "H", "O", "H", "H", "O", "H", "H", "O", "H", "H", "O", "H", "H", "O", "H", "H", "O"],
  "coordinates": [[1.07341, -3.63212, 1.83782], [0.57622, -3.35752, 0.42450], [0.91065, -1.93101, -0.01750], [-0.16526, -0.87741, 0.11724], [-0.76293, -0.31870, -0.94521], [-1.67445, 0.81643, -0.92178], [-0.34769, -0.44536, 1.40591], [0.57396, -4.48875, 2.28306], [1.11606, -2.85282, 2.60282], [2.13563, -3.90395, 1.82519], [1.02782, -4.09158, -0.23898], [-0.49988, -3.53984, 0.36059], [1.33473, -1.83881, -1.01900], [1.71667, -1.54369, 0.61231], [-0.65859, -0.85464, -1.87196], [-2.65125, 0.50041, -0.99284], [-1.64872, 1.34145, -0.03808], [-1.34613, 1.45367, -1.68640], [-0.94585, 0.32188, 1.63855], [0.35614, -0.59401, 2.10930], [-1.17633, -4.00042, 0.50057], [-0.54318, -2.87742, 1.23720], [-1.42244, -3.27523, 1.09130], [1.28446, 0.63551, 3.54738], [1.44398, -0.27459, 4.75362], [1.45082, -0.28498, 3.78725], [1.40139, -0.18764, -3.89024], [2.17020, 1.10353, -3.53520], [1.42883, 0.77409, -4.07578], [-3.95016, 2.30849, 1.14558], [-3.81298, 0.81883, 1.67070], [-3.33676, 1.62048, 1.42108], [-0.28560, -2.20297, -3.43696], [-0.11599, -1.66548, -4.85748], [0.38296, -1.80662, -4.04405], [-1.55463, 1.57649, 4.49932], [-1.92920, 1.30567, 2.94901], [-1.26073, 1.41924, 3.60162], [-0.38718, 2.39807, 1.56229], [-1.39734, 3.61383, 1.48992], [-0.83860, 3.02991, 0.98146], [-2.48961, -2.34061, 0.07001], [-3.84561, -1.69805, 0.28086], [-3.12056, -1.70374, -0.35906], [0.93281, 3.71776, -1.81029], [0.27629, 3.16906, -0.47250], [1.10817, 3.34345, -0.93915], [-1.16846, 2.47514, -3.87118], [-0.08949, 1.36975, -3.55287], [-0.75242, 1.99491, -3.14889], [3.24772, 1.05950, 1.83611], [4.69483, 0.95644, 1.34351], [4.13337, 0.78618, 2.11016], [3.72856, 1.88287, -1.90418], [2.17092, 1.90697, -1.41171], [2.85726, 1.50039, -1.97651], [2.14764, 3.09997, 1.24080], [1.51723, 3.64687, 2.56280], [1.64600, 2.85865, 2.02725], [-1.91752, -2.38368, -1.63552], [-2.44475, -2.71392, -3.03555], [-1.64899, -2.75389, -2.48624]],
  "atomic_forces_ev_per_a": [[1.47, -1.08, 0.91], [6.05, -0.70, -2.92], [0.57, 0.68, -0.58], [0.26, 1.25, 0.38], [0.68, -1.08, 0.07], [0.13, -0.32, 0.75], [-0.21, -0.11, 0.14], [-0.15, -0.08, 0.07], [-0.77, 0.49, -0.36], [-0.09, -0.09, -0.33], [0.70, 0.21, -0.09], [9.00, 1.34, -5.43], [-0.32, -0.39, -0.13], [0.14, -0.12, 0.08], [-0.01, 0.75, -0.35], [0.29, 0.07, -0.38], [0.16, 0.06, -0.13], [-0.62, -0.02, -0.40], [-0.20, -0.04, -0.19], [0.20, -0.25, 0.17], [-4.73, -3.09, 1.50], [-1.92, 1.04, 2.33], [-9.86, 1.45, 4.62], [0.09, 0.09, 0.07], [0.05, -0.16, -0.21], [-0.10, 0.17, 0.07], [-0.15, 0.34, -0.28], [-0.22, 0.06, 0.13], [-0.18, -0.61, -0.07], [-0.28, -0.21, 0.17], [-0.42, 0.37, -0.14], [0.50, -0.43, 0.07], [0.49, 0.13, -0.34], [0.23, 0.01, -0.06], [-0.50, -0.20, 0.24], [-0.67, -0.07, -0.23], [-1.58, 0.26, 0.06], [2.06, 0.14, 0.27], [0.15, 0.73, 0.40], [-0.04, -0.01, 0.44], [-0.23, -0.66, -0.90], [-0.38, 0.60, 0.27], [-0.07, -0.14, -0.35], [-0.24, -0.20, 0.68], [-0.27, -0.17, 0.14], [-0.05, 0.46, -0.12], [0.41, -0.19, 0.13], [0.03, -0.07, 0.00], [0.42, 0.43, 0.00], [-0.17, -0.11, 0.00], [0.18, -0.02, 0.18], [-0.06, -0.07, 0.14], [-0.08, 0.07, -0.30], [-0.02, 0.47, 0.45], [0.69, 0.52, -0.17], [-0.26, -0.86, -0.17], [-0.13, 0.39, 0.02], [0.24, 0.10, -0.17], [0.07, -0.68, 0.25], [-0.20, 0.05, -0.40], [0.11, -0.14, 0.21], [-0.21, -0.35, -0.20]],
  "de_lowest_ev": 8.792,
  "homo_ev": -11.539,
  "spin_multiplicity": 1,
  "charge": 1
}

{
  "formula": "C5H41NO14",
  "method": "wB97M-V/def2-TZVPD",
  "symbols": ["C", "C", "N", "C", "C", "C", "H", "H", "H", "H", "H", "H", "H", "H", "H", "H", "H", "H", "H", "H", "H", "O", "H", "H", "O", "H", "H", "O", "H", "H", "O", "H", "H", "O", "H", "H", "O", "H", "H", "O", "H", "H", "O", "H", "H", "O", "H", "H", "O", "H", "H", "O", "H", "H", "O", "H", "H", "O", "H", "H", "O"],
  "coordinates": [[-1.84164, -0.94974, -2.21075], [-1.48390, -1.39811, -0.78710], [-0.02715, -1.61585, -0.55575], [0.15983, -2.18702, 0.80459], [1.58224, -1.92975, 1.31986], [0.52200, -2.54394, -1.57358], [-1.29979, -0.05578, -2.48864], [-1.54461, -1.68227, -2.94471], [-2.98281, -0.76399, -2.26871], [-2.06581, -2.32183, -0.53883], [-1.80120, -0.59955, -0.02947], [-0.01735, -3.28580, 0.89353], [-0.58932, -1.68114, 1.47959], [1.61955, -2.20848, 2.37388], [1.83843, -0.89690, 1.20902], [2.31973, -2.53157, 0.75777], [1.59980, -2.88015, -1.27677], [0.57547, -2.03640, -2.59071], [-0.10358, -3.46098, -1.72984], [-4.22255, 1.72258, -0.63285], [-2.82108, 1.52212, -1.04787], [-3.47040, 1.17269, -0.42847], [3.69680, 0.17451, 0.44120], [4.75546, 0.10922, 1.58325], [3.96328, 0.56699, 1.31191], [0.13465, 0.42042, 0.57815], [0.79312, 1.37495, 1.71394], [0.09795, 1.32526, 0.92285], [-1.40534, 1.62837, 1.67185], [-2.83261, 1.53485, 1.16131], [-2.35088, 1.55711, 1.98186], [-2.08724, 0.29586, 3.03039], [-2.41000, -1.22569, 2.82626], [-1.89682, -0.63187, 3.44298], [-0.97618, 2.73920, -1.76091], [-1.66978, 2.20882, -3.02875], [-1.81124, 2.43921, -2.11037], [2.67952, 0.93115, 2.36559], [1.52208, 0.49275, 3.40436], [1.84394, 1.26692, 2.82830], [0.37800, 2.47725, -0.21697], [1.64324, 2.97456, -1.00872], [0.63592, 2.96255, -1.08389], [-3.47938, -0.76618, 0.99651], [-4.32795, -1.86542, 1.70222], [-3.42874, -1.60045, 1.44866], [0.49262, 0.07897, -1.91209], [0.81535, 1.64337, -2.04158], [0.99947, 0.69997, -2.45943], [0.03148, 1.06366, -3.95433], [-0.20441, 1.16123, -5.32465], [-0.62374, 1.26865, -4.52974], [3.46238, 2.47244, 0.39928], [3.22991, 1.52229, -0.81908], [3.21457, 2.42862, -0.56400], [-0.17423, -0.80120, 3.84131], [0.68159, -0.68199, 5.00137], [0.69685, -0.83410, 4.04572], [2.58215, 0.17523, -1.86865], [2.35421, -0.74133, -0.69578], [3.02812, -0.23431, -1.05454]],
  "atomic_forces_ev_per_a": [[-1.34, 0.16, 0.65], [-0.52, 0.46, 0.67], [-0.37, -0.97, -0.31], [-0.07, 0.49, 0.69], [-0.42, -1.12, -0.30], [1.31, -0.14, -0.64], [-0.36, 0.34, 0.03], [-0.25, -0.45, -0.22], [1.98, -0.25, 0.01], [0.48, 0.54, -0.09], [0.46, -1.08, -1.16], [-0.27, 0.59, -0.49], [0.80, -0.48, -0.60], [0.22, 0.11, -0.14], [0.14, 0.64, 0.22], [-0.23, 0.18, 0.27], [-1.96, 0.63, -0.57], [0.12, -0.57, 1.30], [0.36, 0.55, 0.38], [-0.61, 0.18, 0.09], [0.93, 0.27, -0.67], [-0.66, -0.49, 0.41], [0.35, 0.28, 0.55], [0.33, -0.16, 0.17], [-0.13, -0.21, -0.42], [0.03, 0.04, -0.03], [-0.60, -0.27, -0.79], [0.86, 0.11, 0.89], [-0.85, -0.09, 0.27], [-0.70, -0.05, -0.82], [1.41, 0.44, 0.87], [0.15, -1.71, 0.63], [0.61, 0.79, 0.84], [-0.64, 0.84, -1.06], [0.77, 0.49, 0.09], [0.16, -0.07, -0.50], [-1.15, -0.24, 0.13], [-1.14, 0.51, 0.75], [0.28, 0.95, -0.87], [0.73, -1.24, 0.08], [0.43, 0.52, -1.20], [-1.05, 0.22, 0.13], [0.83, -0.58, 1.04], [-0.33, 0.81, -0.42], [0.38, 0.33, -0.19], [-0.58, -1.28, 0.46], [0.07, 0.09, 0.16], [0.24, -1.54, -0.33], [-0.01, 1.48, 0.35], [3.25, -1.14, 3.53], [1.15, -0.21, -3.52], [-4.54, 1.38, -0.26], [-0.30, -0.31, -1.53], [0.15, -1.16, 0.08], [0.32, 2.21, 1.40], [-5.36, 0.12, -1.64], [0.25, -0.14, -0.14], [5.04, -0.06, 2.13], [0.25, -0.65, 1.03], [-2.30, -1.69, 1.11], [1.88, 1.62, -2.45]],
  "de_lowest_ev": 1.298,
  "homo_ev": -9.633,
  "spin_multiplicity": 1
}

{
  "formula": "C5H4AsF14NaO",
  "method": "wB97M-V/def2-TZVPD",
  "symbols": ["Na", "As", "F", "F", "F", "F", "F", "F", "C", "C", "C", "F", "F", "F", "F", "O", "C", "C", "F", "F", "F", "F", "H", "H", "H", "H"],
  "coordinates": [[1.79023, 0.72885, 0.14188], [1.03453, 1.75318, 3.93603], [0.81258, 2.37041, 5.51911], [-0.63313, 1.35191, 3.77313], [1.31401, 1.14472, 2.27400], [2.71579, 2.13860, 3.98127], [1.36086, 0.16246, 4.49294], [0.70924, 3.28964, 3.20681], [-0.94566, -0.62564, -1.43218], [-1.17563, -0.33480, 0.04007], [-2.57220, -0.75044, 0.46959], [-2.87421, -1.95101, -0.07859], [-2.69077, -0.79009, 1.80476], [-0.23668, -0.98067, 0.77324], [-1.04024, 0.99793, 0.23396], [0.34154, -0.05664, -1.72311], [1.23987, -0.74504, -2.48790], [0.84457, -0.86612, -3.96520], [1.74163, -1.62153, -4.61387], [-0.36400, -1.47789, -4.03265], [2.39184, -0.04741, -2.39304], [1.46000, -1.96876, -1.96979], [-1.70548, -0.11962, -2.02418], [-0.95372, -1.69663, -1.60846], [-3.30957, -0.02181, 0.11162], [0.74460, 0.11642, -4.42945]],
  "atomic_forces_ev_per_a": [[-0.24, 0.16, 0.70], [0.00, 0.48, 0.23], [-0.09, -0.03, 0.06], [-0.18, -0.12, -0.11], [0.12, -0.36, -0.98], [0.23, -0.01, -0.03], [0.09, -0.24, 0.13], [0.00, 0.13, -0.02], [0.14, -0.05, 0.15], [-0.14, -0.43, -0.34], [-1.04, 0.81, 0.29], [0.17, -0.31, 0.16], [0.33, -0.35, -0.16], [0.16, 0.19, 0.01], [0.22, 0.11, 0.26], [0.27, 0.35, -0.05], [-0.35, -0.48, 0.01], [-0.20, 0.08, -0.18], [0.05, 0.10, 0.04], [-0.01, -0.10, 0.07], [0.10, 0.11, 0.07], [0.02, 0.04, -0.05], [0.01, -0.07, -0.10], [-0.03, 0.00, 0.00], [0.16, -0.02, -0.14], [0.21, 0.03, -0.02]],
  "de_lowest_ev": 0.000,
  "homo_ev": -11.865,
  "spin_multiplicity": 1
}

Values for frontier orbital gap, eV, ordered as above
10.244 8.604 10.034 11.001